The following is a DFT calculation (ωB97M-V/def2-TZVPD) of 3 unconnected molecules or ions with the total composition C37H49BF16IN2O10.

Results
Orbital gap   7.81 eV
Multiplicity   1
Net charge   -1
LUMO   2.1 eV
E_tot   -4221.76344 a.u.
Largest force on an atom   0.029 hartree/bohr
HOMO level   -5.76 eV

```
116
Properties=species:S:1:pos:R:3:forces:R:3
I 2.593596 3.624875 -3.318617 0.23 0.13 -0.32
F -1.147814 4.054386 -3.298277 0.33 0.17 -0.35
F -3.327874 8.238175 -3.747298 0.00 0.03 -0.06
F -5.091309 -8.605350 -0.375034 -0.05 0.02 -0.04
F -0.582469 8.467135 -4.398544 -0.04 0.03 -0.03
F -3.747639 8.316423 -5.894290 0.05 0.01 -0.13
F -1.343995 7.330533 -2.077303 0.08 0.08 -0.06
F -6.288625 -8.273458 -2.750607 -0.02 0.01 0.01
F -7.563287 -7.478002 -1.161192 0.03 0.00 -0.02
F -7.357555 -8.847586 1.174341 -0.05 0.03 0.01
F -7.624631 -5.990503 1.065231 -0.02 -0.04 0.02
F -8.721441 -7.906881 2.604956 0.01 -0.01 0.02
F -4.115821 -7.142748 -1.674298 -0.03 0.09 -0.07
F -0.307477 5.789226 -4.283633 0.05 0.17 0.13
F 0.129924 5.795718 -1.567567 0.12 -0.02 -0.10
F -6.872485 -5.969242 3.106007 -0.05 0.04 0.01
F -1.902428 10.069558 -5.085168 0.02 0.00 -0.01
O 0.668920 -0.903206 -0.806853 -0.18 -0.62 0.08
O 0.903708 0.305286 1.149959 -0.04 -0.39 0.11
O -2.523385 5.629712 -3.941314 -0.03 0.45 0.36
O -5.549373 -6.722504 1.533338 -0.08 -0.55 -0.12
O 0.074525 -3.019477 1.936891 0.29 -0.27 0.16
O 3.348136 1.663212 5.818892 -0.10 0.08 0.31
O -3.681464 -3.424452 -0.255362 -0.20 -0.33 -0.29
O 5.472730 1.483485 5.155574 -0.04 0.18 -0.01
O -1.614390 -3.522282 0.558722 -0.02 0.11 -0.16
O 2.475957 -2.789755 0.203864 0.00 0.12 0.32
N -2.533149 3.310164 -1.181721 -0.04 -0.29 0.33
N 2.218223 1.837025 0.104277 0.27 0.13 1.47
C -1.047931 2.245307 0.385878 -0.02 -0.03 0.08
C -1.272098 5.386548 -3.427838 -0.04 -0.43 -0.23
C -0.811653 -2.580842 1.279615 0.01 0.07 0.35
C 2.988646 0.794384 2.904174 0.55 -0.04 0.17
C 2.940397 -4.760255 1.498072 0.20 -0.34 0.10
C -2.544628 2.148680 -1.839092 -0.16 -0.17 -0.05
C -6.404757 -7.288434 -1.828442 0.02 0.02 -0.14
C -1.122571 5.994929 -2.028186 -0.20 0.00 0.32
C -6.844965 -6.656592 1.935391 0.04 0.28 0.02
C 5.930406 2.292865 4.069138 0.31 0.07 -0.26
C 3.230520 2.591481 0.192607 -0.04 -0.20 -0.46
C 2.144820 0.413691 0.518452 -0.76 -0.05 -0.44
C -1.822576 1.027427 -1.462135 -0.11 -0.04 0.08
C -2.956447 -3.436130 0.699268 0.06 0.32 0.07
C -2.713225 6.395660 -5.102662 -0.16 -0.43 -0.49
C 1.756432 1.748736 -3.890125 -0.25 -0.54 0.39
C 2.397444 0.148720 -2.054079 0.26 0.50 -0.03
C 2.959721 -1.775764 -0.642736 -0.07 -0.32 0.01
C -3.469966 -3.434523 2.113158 -0.03 0.02 0.18
C 2.992845 4.066248 0.441187 0.16 0.04 -0.35
C 3.730687 -5.096784 2.767899 0.04 -0.07 -0.28
C 4.680527 2.207847 -0.025652 -0.08 -0.03 0.66
C -1.190045 -1.170152 1.116392 -0.47 -0.14 -0.37
C 5.394222 3.710519 4.138639 -0.10 -0.08 0.28
C 3.122087 -0.014661 1.623392 0.05 -0.19 -0.04
C -5.204081 -7.356247 -0.883048 0.05 -0.29 0.27
C -1.780400 3.323502 -0.081079 -0.04 -0.02 0.11
C 4.136597 1.149931 5.083975 -0.08 -0.20 -0.06
C -5.127670 -6.318998 0.241308 0.34 0.60 0.03
C -1.030209 1.038921 -0.312693 0.04 -0.02 -0.13
C -2.829661 7.918256 -4.957084 -0.06 -0.06 0.41
C 3.766967 0.111018 4.056146 0.05 0.51 -0.03
C -7.421297 -8.043304 2.252345 -0.01 -0.07 0.05
C -1.584922 8.761444 -5.246232 0.02 0.06 -0.07
C 1.274241 0.992841 -2.644909 0.46 0.07 -0.64
C 3.517349 -3.562198 0.752951 -0.07 -0.23 -0.12
C 2.023778 -0.560272 -0.733986 0.10 0.43 -0.46
B -0.122400 -0.227027 0.232451 0.28 0.68 0.37
H -1.748439 4.261441 0.467987 -0.04 0.06 0.04
H -1.998899 6.131875 -5.884796 0.12 0.16 0.06
H 0.894196 1.720379 -1.931852 -0.27 -0.28 0.08
H 3.430955 1.785044 2.753361 -0.24 0.08 -0.06
H 7.017529 2.310320 4.148230 -0.02 -0.10 0.10
H 4.680999 -0.355415 3.687201 -0.09 -0.17 -0.01
H 0.494272 0.310026 -2.983340 -0.22 0.15 0.27
H 3.160965 -5.754301 3.425174 -0.01 0.07 0.04
H -3.407546 -4.446131 2.521034 0.05 -0.02 -0.05
H 2.606328 4.564996 -0.450737 -0.08 -0.03 0.09
H 1.954339 0.918857 3.209463 -0.06 0.06 -0.19
H 2.672364 -0.584100 -2.819671 -0.02 -0.12 0.11
H 5.319463 2.637537 0.752029 0.05 0.08 -0.09
H 1.893822 -4.583101 1.731795 -0.02 0.28 0.02
H 3.126273 -0.610274 4.563114 0.10 -0.18 -0.15
H 2.972007 -5.635929 0.843196 -0.16 0.05 -0.03
H -2.173048 -1.081379 0.647633 0.00 -0.10 -0.02
H 4.831628 1.135077 -0.020203 0.03 -0.05 -0.30
H 3.119983 -2.216027 -1.635755 -0.09 0.09 -0.06
H 3.923273 4.562209 0.724121 -0.01 0.05 0.02
H -1.264558 -0.732131 2.114039 0.24 0.15 -0.05
H -4.508764 -3.114613 2.124785 0.02 0.01 -0.03
H 4.129288 -2.953524 1.437566 -0.04 0.10 -0.04
H -3.167246 2.107114 -2.727843 0.01 0.08 -0.05
H 3.944042 -1.438840 -0.288646 0.01 0.10 -0.10
H -1.841067 5.530773 -1.349470 0.01 -0.01 -0.22
H -5.569772 -5.367420 -0.053720 -0.12 -0.09 -0.07
H 5.692450 1.825635 3.107549 -0.07 -0.07 0.03
H 4.656334 -5.623125 2.517947 0.05 0.10 0.06
H -0.470646 2.346900 1.296012 0.09 0.02 -0.06
H -1.877223 0.136034 -2.079763 -0.02 -0.01 0.00
H -1.249516 8.607936 -6.275485 0.01 -0.02 0.01
H 3.999025 -4.185741 3.305858 -0.09 -0.06 0.14
H 4.978425 2.628870 -0.989623 0.05 -0.02 0.01
H 2.526372 1.181353 -4.410616 0.06 0.19 -0.10
H -6.432061 -6.324909 -2.342962 -0.02 0.01 0.02
H -2.873442 -2.790722 2.757818 0.02 0.00 -0.02
H 4.183601 -3.912885 -0.051189 0.06 0.09 0.03
H 4.322408 3.754452 3.940270 0.02 0.00 -0.08
H 2.268911 4.167285 1.247938 -0.06 0.06 -0.07
H 2.874679 -1.056415 1.840420 -0.14 0.03 -0.01
H -3.694047 6.088499 -5.463793 -0.02 0.02 0.02
H 0.932862 1.950585 -4.569475 0.08 0.25 0.00
H 4.169761 -0.016852 1.322134 0.05 0.06 -0.05
H 5.921949 4.353233 3.433269 -0.05 -0.03 -0.08
H 5.553343 4.093820 5.147576 0.02 0.06 -0.04
H -6.864834 -8.496546 3.074542 0.00 0.01 0.01
H -4.064726 -6.123787 0.364861 0.02 -0.04 -0.03
H 3.278694 0.787680 -1.915417 0.02 -0.10 0.04
```
Forces are in eV/Å.

Mulliken atomic charge list, values in e, 5 entries:
1. I -0.084
2. F -0.093
3. F -0.270
4. F -0.294
5. F -0.197